Computed, not measured: C19H24BrCuNSi as an isolated structure in a non-equilibrium geometry, with ωB97M-V with the def2-TZVPD basis set.

Properties
- 2S+1 = 2
- energy relative to the best compared isomer or geometry (same formula, charge and spin) (kcal per mole) = 37.8
- net charge = -2
- gap between HOMO and LUMO (spin up / spin down) (eV) = 5.186 / 5.167
- ⟨S²⟩ = 0.756

Last column: natural (NBO) charge in e.
CARTESIAN COORDINATES (ANGSTROEM)
C1 -0.8639 -1.3328 -3.5039  -0.40
C2 -0.9133 -2.3205 -2.5107  -0.33
C3 -1.6263 -1.7863 -1.4095  -0.34
H1 -0.4529 -3.2905 -2.5497  0.23
C4 -2.0305 -0.4803 -1.7401  -0.37
C5 -1.5335 -0.1790 -3.0160  -0.35
H2 -1.6526 0.7574 -3.5320  0.20
H3 -0.3894 -1.4266 -4.4641  0.20
H4 -1.7861 -2.2734 -0.4664  0.23
H5 -2.5656 0.1921 -1.0983  0.23
Cu1 0.3109 -0.5738 -1.6840  1.31
Br1 1.1182 -2.4177 -0.1043  -0.85
C6 2.2788 0.5699 -1.3306  -0.35
C7 1.4583 1.3373 -2.1933  -0.35
C8 1.2959 0.6117 -3.3816  -0.40
H6 1.0052 2.2814 -1.9531  0.21
C9 2.0022 -0.6138 -3.2531  -0.38
C10 2.6334 -0.6142 -2.0007  -0.34
H7 3.2271 -1.4105 -1.5960  0.23
H8 2.5406 0.8222 -0.3206  0.21
H9 0.7260 0.9242 -4.2378  0.20
H10 2.0572 -1.4004 -3.9848  0.20
C11 3.0689 -0.4233 1.8085  -1.15
Si1 1.2801 0.2317 1.8798  1.93
C12 0.6165 -0.7520 3.3351  -1.18
C13 1.3793 2.0169 2.4203  -1.18
N1 0.1143 0.1186 0.4299  -1.28
C14 -1.1853 0.4409 0.9049  0.19
C15 -1.9594 -0.5374 1.5593  -0.28
C16 -3.2256 -0.2258 2.0545  -0.21
C17 -3.7324 1.0651 1.9063  -0.32
C18 -2.9699 2.0474 1.2626  -0.24
C19 -1.6986 1.7385 0.7628  -0.24
H11 3.4931 -0.3141 2.8279  0.20
H12 3.7704 0.1196 1.1502  0.22
H13 3.0990 -1.5007 1.5627  0.27
H14 1.3132 -0.6451 4.1921  0.20
H15 -0.3739 -0.3729 3.6524  0.23
H16 0.5469 -1.8249 3.0611  0.25
H17 1.8213 2.6257 1.6058  0.23
H18 0.3643 2.3934 2.6581  0.23
H19 2.0156 2.0920 3.3262  0.20
H20 -1.5754 -1.5399 1.6911  0.23
H21 -3.8096 -0.9866 2.5569  0.18
H22 -4.7132 1.3052 2.2947  0.18
H23 -3.3656 3.0483 1.1546  0.18
H24 -1.1121 2.5041 0.2713  0.20

=====

Computed, not measured: a 4-piece molecular cluster, C19H24BrF6O14P overall, with ωB97M-V with the def2-TZVPD basis set.

Properties
- 2S+1 = 1
- SMILES = O=C(Br)C[PH2](O)C(=O)C(F)(F)C(F)(F)C(F)(F)C(=O)O.C[C@@H]1COC(=O)O1.C[C@@H]1COC(=O)O1.C[C@@H]1COC(=O)O1
- net charge = 0
- gap between HOMO and LUMO (eV) = 9.465

Last column: natural (NBO) charge in e.
CARTESIAN COORDINATES (ANGSTROEM)
O1 -0.7561 1.0331 0.8988  -0.51
C1 -1.3923 1.0593 -0.1015  0.55
Br1 -0.6194 0.3275 -1.7260  -0.03
C2 -2.7457 1.6557 -0.2796  -0.85
P1 -4.1181 0.4600 -0.6294  1.17
O2 -4.7200 1.3308 -1.9679  -1.02
C3 -3.6531 -0.5804 0.9392  0.22
O3 -3.2536 -0.1011 1.9690  -0.50
C4 -3.8705 -2.1409 0.9418  0.54
F1 -4.9760 -2.4772 0.2116  -0.32
F2 -4.0866 -2.5385 2.2200  -0.30
C5 -2.6094 -2.9041 0.3966  0.58
F3 -1.5763 -1.9954 0.3281  -0.33
F4 -2.2563 -3.8848 1.2603  -0.29
C6 -2.7328 -3.5478 -1.0211  0.54
F5 -3.5179 -2.7788 -1.8187  -0.31
F6 -3.3256 -4.7684 -0.8826  -0.30
C7 -1.3596 -3.6880 -1.7176  0.74
O4 -1.2181 -3.3118 -2.8381  -0.48
O5 -0.4187 -4.2897 -0.9703  -0.71
H1 -2.7183 2.3290 -1.1287  0.30
H2 -2.9589 2.2412 0.6081  0.30
H3 -3.9584 -0.6749 -1.4358  -0.02
H4 -5.3601 0.6924 -0.0263  0.01
H5 -4.2567 1.0762 -2.7744  0.48
H6 0.1597 -3.5899 -0.6153  0.53
C8 2.0458 5.8766 -0.0179  -0.63
C9 0.6402 5.5754 0.4415  0.07
C10 0.2501 4.1156 0.3655  -0.10
O6 -1.1656 4.1882 0.1373  -0.52
C11 -1.4282 5.3630 -0.4899  0.97
O7 -2.4565 5.6197 -1.0231  -0.58
O8 -0.3603 6.1811 -0.4124  -0.49
H7 2.0919 5.9935 -1.1002  0.22
H8 2.4219 6.7925 0.4334  0.23
H9 2.7105 5.0698 0.2875  0.24
H10 0.4769 5.9557 1.4520  0.19
H11 0.4474 3.5665 1.2816  0.23
H12 0.7203 3.6014 -0.4768  0.18
C12 0.6866 1.4744 3.7485  -0.64
C13 2.1114 1.9844 3.7458  0.07
C14 2.5825 2.6135 5.0442  -0.09
O9 3.5130 3.6110 4.5950  -0.49
C15 3.1677 3.9657 3.3396  0.97
O10 3.5787 4.9089 2.7484  -0.58
O11 2.2654 3.0938 2.8349  -0.51
H13 -0.0065 2.2960 3.5719  0.23
H14 0.5267 0.7341 2.9670  0.25
H15 0.4472 1.0130 4.7069  0.22
H16 2.8043 1.2053 3.4212  0.19
H17 3.0843 1.9181 5.7105  0.21
H18 1.7678 3.1104 5.5764  0.19
C16 3.8790 -6.7266 -3.0260  -0.63
C17 2.7468 -5.7479 -3.2468  0.06
C18 2.9982 -4.6957 -4.3109  -0.09
O12 2.2541 -3.5731 -3.8196  -0.48
C19 2.1621 -3.6913 -2.4819  0.99
O13 1.7961 -2.8252 -1.7510  -0.62
O14 2.5405 -4.9190 -2.0831  -0.49
H19 4.6323 -6.2849 -2.3753  0.23
H20 3.5253 -7.6419 -2.5552  0.23
H21 4.3450 -6.9929 -3.9749  0.22
H22 1.8076 -6.2713 -3.4365  0.19
H23 2.6348 -4.9732 -5.2960  0.21
H24 4.0535 -4.4183 -4.3718  0.18

=====

Computed, not measured: one molecule with the formula C19H24BrNO2, with ωB97M-V with the def2-TZVPD basis set.

Properties
- 2S+1 = 1
- SMILES = CCOCCCNCc1cc(Br)ccc1OCc1ccccc1
- energy relative to the best compared isomer or geometry (same formula, charge and spin) (kcal per mole) = 3.4
- net charge = 0
- gap between HOMO and LUMO (eV) = 9.224

Last column: natural (NBO) charge in e.
CARTESIAN COORDINATES (ANGSTROEM)
C1 5.9763 0.4591 -0.6791  -0.62
C2 4.6569 -0.1766 -1.0855  -0.05
O1 3.6370 0.7864 -0.9676  -0.55
C3 2.3653 0.3021 -1.3228  -0.05
C4 1.3380 1.4134 -1.1407  -0.44
C5 1.1849 1.7881 0.3338  -0.23
N1 0.4565 3.0354 0.4918  -0.61
C6 -0.9632 2.9707 0.1854  -0.25
C7 -1.7442 2.0212 1.0686  -0.09
C8 -1.8998 2.3166 2.4119  -0.22
C9 -2.5703 1.4426 3.2488  -0.09
Br1 -2.7732 1.8787 5.0947  0.04
C10 -3.0951 0.2614 2.7634  -0.22
C11 -2.9482 -0.0445 1.4220  -0.30
C12 -2.2753 0.8216 0.5656  0.37
O2 -2.0949 0.5921 -0.7647  -0.52
C13 -2.7295 -0.5189 -1.3609  -0.08
C14 -2.1693 -1.8600 -0.9503  -0.08
C15 -2.9653 -2.9966 -1.0164  -0.21
C16 -2.4508 -4.2301 -0.6598  -0.20
C17 -1.1393 -4.3378 -0.2281  -0.21
C18 -0.3430 -3.2079 -0.1597  -0.21
C19 -0.8541 -1.9747 -0.5229  -0.16
H1 6.1878 1.3092 -1.3213  0.21
H2 5.9160 0.8094 0.3475  0.21
H3 6.7812 -0.2655 -0.7648  0.21
H4 4.4327 -1.0418 -0.4392  0.16
H5 4.7106 -0.5412 -2.1248  0.16
H6 2.1091 -0.5668 -0.6925  0.15
H7 2.3722 -0.0384 -2.3717  0.17
H8 1.6729 2.2956 -1.6858  0.22
H9 0.3848 1.0834 -1.5547  0.21
H10 0.7150 0.9503 0.8803  0.16
H11 2.1847 1.9436 0.7440  0.21
H12 0.5800 3.3737 1.4409  0.35
H13 -1.0765 2.6756 -0.8572  0.22
H14 -1.3622 3.9827 0.3040  0.21
H15 -1.5001 3.2406 2.8042  0.22
H16 -3.6149 -0.4190 3.4197  0.23
H17 -3.3526 -0.9757 1.0592  0.23
H18 -2.5651 -0.3728 -2.4354  0.21
H19 -3.8122 -0.4856 -1.1756  0.19
H20 -3.9908 -2.9129 -1.3482  0.21
H21 -3.0769 -5.1083 -0.7145  0.21
H22 -0.7405 -5.3004 0.0549  0.22
H23 0.6805 -3.2862 0.1762  0.21
H24 -0.2349 -1.0918 -0.4725  0.21

=====

Computed, not measured: C19H24BrNPmSi as an isolated structure in a non-equilibrium geometry, with ωB97M-V with the def2-TZVPD basis set.

Properties
- 2S+1 = 5
- energy relative to the best compared isomer or geometry (same formula, charge and spin) (kcal per mole) = 0.0
- net charge = -1
- gap between HOMO and LUMO (spin up / spin down) (eV) = 6.756 / 6.790
- ⟨S²⟩ = 6.008

Last column: natural (NBO) charge in e.
CARTESIAN COORDINATES (ANGSTROEM)
C1 -2.9857 -0.5054 -2.6974  -0.30
C2 -3.3176 0.3854 -1.6204  -0.30
C3 -2.2129 1.3110 -1.4531  -0.36
H1 -4.1852 0.3205 -0.9636  0.25
C4 -1.1929 0.9716 -2.4403  -0.34
C5 -1.6726 -0.1536 -3.1994  -0.32
H2 -1.0909 -0.6924 -3.9479  0.23
H3 -3.5887 -1.3509 -3.0244  0.23
H4 -2.0938 2.0335 -0.6519  0.26
H5 -0.2167 1.4385 -2.5232  0.25
Pm1 -1.3162 -0.7586 -0.8005  1.04
Br1 -2.3447 -0.0770 1.4633  -0.47
C6 -0.4301 -2.7800 0.0788  -0.37
C7 -0.1453 -2.8106 -1.3390  -0.36
C8 -1.4151 -2.9875 -2.0285  -0.31
H6 0.8231 -2.6161 -1.8055  0.24
C9 -2.4647 -3.0313 -1.0427  -0.33
C10 -1.8606 -2.9281 0.2571  -0.29
H7 -2.3839 -2.8733 1.2095  0.26
H8 0.2817 -2.5479 0.8679  0.27
H9 -1.5402 -2.9802 -3.1114  0.22
H10 -3.5372 -3.0702 -1.2320  0.23
C11 0.1876 3.4865 -0.8723  -1.12
Si1 0.8017 2.1670 0.3518  1.88
C12 2.6612 2.2851 0.1410  -1.15
C13 0.3730 2.8929 2.0256  -1.16
N1 0.4151 0.4279 0.3324  -1.20
C14 1.1821 -0.3213 1.1703  0.23
C15 2.3225 -1.0510 0.6671  -0.30
C16 3.1532 -1.7533 1.5102  -0.21
C17 2.9128 -1.7864 2.8842  -0.31
C18 1.8192 -1.1021 3.4160  -0.16
C19 0.9752 -0.3903 2.5999  -0.31
H11 0.6743 4.4301 -0.5816  0.23
H12 0.5095 3.2824 -1.8977  0.22
H13 -0.8885 3.6816 -0.8343  0.23
H14 2.9730 3.3346 0.2258  0.21
H15 3.1610 1.7038 0.9216  0.24
H16 2.9460 1.9001 -0.8444  0.22
H17 -0.7086 2.8506 2.1781  0.24
H18 0.8829 2.3431 2.8264  0.24
H19 0.7050 3.9403 2.0609  0.21
H20 2.4954 -1.0071 -0.4134  0.20
H21 4.0115 -2.2876 1.0928  0.20
H22 3.5807 -2.3471 3.5453  0.19
H23 1.6306 -1.1246 4.4935  0.19
H24 0.1140 0.1475 3.0055  0.23

=====

Computed, not measured: C19H24CdN3O2S2 as an isolated structure in a non-equilibrium geometry, with ωB97M-V with the def2-TZVPD basis set.

Properties
- 2S+1 = 1
- energy relative to the best compared isomer or geometry (same formula, charge and spin) (kcal per mole) = 23.4
- net charge = -1
- gap between HOMO and LUMO (eV) = 7.040

Last column: natural (NBO) charge in e.
CARTESIAN COORDINATES (ANGSTROEM)
Cd1 0.1933 0.3513 -1.2487  1.55
C1 -1.7899 0.9837 1.1602  -0.43
N1 -0.4170 0.6325 1.2187  -0.51
C2 -0.2352 -0.6752 1.8915  -0.24
C3 -0.6821 -1.8578 1.1112  -0.23
N2 0.2860 -2.0501 0.0313  -0.50
C4 -0.2301 -3.0899 -0.8977  -0.41
C5 1.6472 -2.3467 0.3022  0.05
C6 1.9505 -3.2253 1.3093  -0.20
C7 3.2473 -3.5901 1.5028  -0.26
C8 4.2950 -2.9392 0.8271  -0.23
C9 4.0165 -1.9381 -0.0689  -0.22
C10 2.6602 -1.6776 -0.3992  -0.12
S1 2.5000 -0.1974 -1.3981  -0.51
C11 0.4345 1.7203 1.6928  0.08
C12 1.0157 1.6733 2.9835  -0.26
C13 1.7026 2.8020 3.3959  -0.24
C14 1.9077 3.8922 2.5176  -0.23
C15 1.3121 3.8527 1.2565  -0.26
C16 0.5778 2.8406 0.8025  -0.07
S2 0.0925 2.9506 -0.8772  -0.52
H1 -1.8891 1.9467 0.6345  0.24
H2 -2.2000 1.1170 2.1840  0.15
H3 -2.3495 0.1796 0.6642  0.21
H4 -0.8052 -0.6705 2.8214  0.17
H5 0.7787 -0.8595 2.0366  0.22
H6 -1.5676 -1.5828 0.5009  0.24
H7 -0.7491 -2.7859 1.7177  0.17
H8 -0.2472 -4.0591 -0.4668  0.17
H9 0.2223 -2.9855 -1.8882  0.22
H10 -1.2863 -2.9493 -1.0498  0.21
H11 1.2271 -3.8973 1.8091  0.20
H12 3.4900 -4.4299 2.1512  0.20
H13 5.3430 -3.0963 1.1290  0.20
H14 4.8370 -1.3142 -0.4788  0.22
H15 0.9460 0.7335 3.5943  0.22
H16 2.1197 2.8779 4.4264  0.20
H17 2.5893 4.6673 2.8149  0.20
H18 1.4739 4.7511 0.6411  0.21
N3 -2.8682 2.6332 -4.2887  -0.85
C17 -3.8176 1.7594 -3.4886  -0.20
C18 -3.4302 0.2209 -3.3875  -0.51
C19 -2.0741 0.0411 -2.6923  0.78
O1 -1.9664 -0.5713 -1.6343  -0.80
O2 -1.1085 0.6984 -3.2003  -0.81
H19 -1.9676 2.3567 -3.9284  0.39
H20 -2.9994 3.5921 -3.9254  0.34
H21 -4.7670 1.8009 -4.0666  0.17
H22 -3.8942 2.1684 -2.5508  0.17
H23 -3.3365 -0.1572 -4.3767  0.22
H24 -4.1878 -0.2972 -2.8152  0.21

=====

Computed, not measured: one molecule with the formula C19H24ClN3O2S in a non-equilibrium geometry, with ωB97M-V with the def2-TZVPD basis set.

Properties
- 2S+1 = 1
- SMILES = CN1CCN(c2ccc(CNS(=O)(=O)Cc3ccc(Cl)cc3)cc2)CC1
- energy relative to the best compared isomer or geometry (same formula, charge and spin) (kcal per mole) = 0.0
- net charge = 0
- gap between HOMO and LUMO (eV) = 8.255

Last column: natural (NBO) charge in e.
CARTESIAN COORDINATES (ANGSTROEM)
C1 -1.3900 2.8680 -6.8505  -0.40
N1 -1.0177 1.4845 -6.6573  -0.44
C2 0.4128 1.3275 -6.4708  -0.24
C3 0.7665 -0.1620 -6.3885  -0.21
N2 0.0606 -0.7912 -5.2926  -0.45
C4 0.6242 -0.8278 -4.0278  0.27
C5 1.9766 -1.1617 -3.8734  -0.29
C6 2.5520 -1.2675 -2.6247  -0.18
C7 1.8056 -1.0646 -1.4719  -0.12
C8 2.4218 -1.1644 -0.1032  -0.24
N3 2.1511 -0.0003 0.7271  -0.87
S1 0.8079 -0.0291 1.7279  2.29
O1 -0.0071 1.1172 1.4476  -0.95
O2 0.2103 -1.3303 1.7174  -0.94
C9 1.6025 0.2182 3.3562  -0.64
C10 0.5014 0.1963 4.3515  -0.08
C11 0.0855 -1.0047 4.9154  -0.18
C12 -0.9881 -1.0429 5.7855  -0.22
C13 -1.6577 0.1318 6.0892  -0.04
Cl1 -2.9965 0.0932 7.1791  0.01
C14 -1.2673 1.3368 5.5269  -0.24
C15 -0.1921 1.3619 4.6583  -0.12
C16 0.4613 -0.7451 -1.6109  -0.12
C17 -0.1184 -0.6245 -2.8575  -0.32
C18 -1.3623 -0.6042 -5.4703  -0.22
C19 -1.7339 0.8790 -5.5480  -0.24
H1 -0.8663 3.2589 -7.7219  0.20
H2 -2.4620 2.9244 -7.0336  0.20
H3 -1.1481 3.5008 -5.9816  0.16
H4 0.9248 1.7789 -7.3239  0.20
H5 0.7611 1.8304 -5.5481  0.16
H6 1.8425 -0.2712 -6.2721  0.21
H7 0.4595 -0.6523 -7.3175  0.20
H8 2.5857 -1.3625 -4.7411  0.21
H9 3.5986 -1.5274 -2.5458  0.21
H10 3.5074 -1.2883 -0.1776  0.20
H11 2.0028 -2.0152 0.4404  0.24
H12 2.1722 0.8647 0.2079  0.41
H13 2.1142 1.1727 3.2991  0.24
H14 2.3024 -0.6026 3.4693  0.24
H15 0.6014 -1.9186 4.6646  0.22
H16 -1.3082 -1.9757 6.2224  0.23
H17 -1.8033 2.2423 5.7640  0.23
H18 0.1068 2.2945 4.2056  0.21
H19 -0.1361 -0.5790 -0.7257  0.21
H20 -1.1622 -0.3596 -2.9059  0.21
H21 -1.9116 -1.1079 -4.6763  0.21
H22 -1.6299 -1.0737 -6.4231  0.20
H23 -2.8062 0.9828 -5.7296  0.20
H24 -1.4908 1.3764 -4.5912  0.17

=====

| no. | DFT total energy (hartree) |
| --- | --- |
| 1 | -5297.0512 |
| 2 | -5306.3460 |
| 3 | -3517.6304 |
| 4 | -4265.1301 |
| 5 | -2017.3720 |
| 6 | -1911.5249 |